No. 1
Below is a 3-piece molecular cluster, C3H9NS overall in a non-equilibrium geometry, with properties calculated with ωB97M-V/def2-TZVPD.

Geometry as XYZ:
```
14
C3H9NS, DFT ωB97M-V/def2-TZVPD
C 0.771 -0.206 -0.584
C -0.312 1.017 -0.295
C -1.211 0.620 0.679
H 2.490 -0.268 0.795
H 0.938 -2.157 0.268
H 0.464 -0.924 -1.289
H 1.501 0.392 -1.081
H -0.370 1.401 -1.323
H 0.264 1.840 0.060
H -1.968 1.335 1.212
H -0.433 0.027 1.523
H -1.211 -1.650 -0.437
N 1.224 -0.802 0.578
S -2.147 -0.625 -0.105
```

The calculation puts the LUMO energy at -0.008 Eh. The HOMO-LUMO gap comes out at 8.27 eV. The net charge is 0. The value obtained for the molecular weight is 91.179 u. The multiplicity is 1.

No. 2
Below is one molecule with the formula C3H9NS in a non-equilibrium geometry, with properties calculated with ωB97M-V/def2-TZVPD.

Geometry as XYZ:
```
14
C3H9NS, DFT ωB97M-V/def2-TZVPD
C -1.610 -0.233 -1.000
C -0.202 0.051 -0.538
C 0.205 -0.579 0.789
S 1.977 -0.176 1.240
N -2.256 1.042 -1.434
H -1.575 -0.979 -1.808
H -2.267 -0.742 -0.290
H -0.144 1.131 -0.355
H 0.555 -0.210 -1.279
H -0.454 -0.230 1.582
H 0.194 -1.652 0.771
H 2.141 0.652 0.195
H -2.006 1.163 -2.422
H -3.246 0.834 -1.586
```

The calculation puts the LUMO energy at 0.036 Eh. The HOMO-LUMO gap comes out at 9.99 eV. The net charge is 0. The value obtained for the molecular weight is 91.179 u. The multiplicity is 1. The SMILES is NCCCS.

No. 3
Below is an isolated ion of composition C3H9NS and charge +1 in a non-equilibrium geometry, with properties calculated with ωB97M-V/def2-TZVPD.

Geometry as XYZ:
```
14
C3H9NS, DFT ωB97M-V/def2-TZVPD
C -0.578 -0.882 -1.872
N -0.353 -0.829 -0.448
C 0.051 0.437 0.076
C 0.130 0.285 1.615
S 0.636 1.750 2.454
H -1.446 -0.267 -2.132
H 0.293 -0.533 -2.442
H -0.829 -1.892 -2.172
H 0.137 -1.610 -0.041
H -0.700 1.194 -0.150
H 1.004 0.805 -0.332
H 0.876 -0.490 1.871
H -0.839 -0.033 1.993
H 1.616 2.066 1.578
```

The calculation puts the LUMO energy (alpha / beta) at -0.121 / -0.313 Eh. The HOMO-LUMO gap (alpha / beta) comes out at 9.93 / 4.57 eV. The net charge is +1. The value obtained for the molecular weight is 91.179 u. The multiplicity is 2.

No. 4
Below is a 2-piece molecular cluster, C3H9NS2 overall in a non-equilibrium geometry, with properties calculated with ωB97M-V/def2-TZVPD.

Geometry as XYZ:
```
15
C3H9NS2, DFT ωB97M-V/def2-TZVPD
C -0.161 3.000 -1.242
S 0.766 1.772 -0.320
S 1.202 0.566 -2.153
H -0.913 2.720 -1.979
H -0.601 3.620 -0.458
H 0.536 3.693 -1.752
H 0.827 1.348 -3.198
C 0.655 -1.656 2.170
C -0.148 -1.898 1.135
N -1.306 -2.676 0.839
H 0.293 -1.788 3.188
H 1.535 -1.063 1.967
H -0.148 -1.149 0.324
H -1.166 -3.085 -0.066
H -1.372 -3.405 1.544
```

The calculation puts the LUMO energy (alpha / beta) at 0.136 / 0.135 Eh. The HOMO-LUMO gap (alpha / beta) comes out at 3.97 / 6.48 eV. The net charge is -1. The value obtained for the molecular weight is 123.246 u. The multiplicity is 2.

No. 5
Below is C3H9NS2 as an isolated structure in a non-equilibrium geometry, with properties calculated with ωB97M-V/def2-TZVPD.

Geometry as XYZ:
```
15
C3H9NS2, DFT ωB97M-V/def2-TZVPD
N 1.399 1.694 0.595
C 0.151 1.116 0.359
C -0.401 -0.119 -0.518
C -0.069 -0.163 1.043
S -3.307 -0.516 0.042
S 2.578 -0.640 -0.679
H 3.809 -1.129 -0.847
H 2.078 0.876 0.039
H -0.710 1.784 0.473
H -0.242 0.732 -1.889
H -1.523 -0.065 -0.522
H -0.112 -1.099 -0.922
H -0.895 -0.171 1.740
H 0.778 -0.744 1.383
H 1.496 2.593 0.127
```

The calculation puts the LUMO energy at -0.141 Eh. The HOMO-LUMO gap comes out at 4.17 eV. The net charge is 0. The value obtained for the molecular weight is 123.246 u. The multiplicity is 1.

No. 6
Below is C3H9NS2 as an isolated structure in a non-equilibrium geometry, with properties calculated with ωB97M-V/def2-TZVPD.

Geometry as XYZ:
```
15
C3H9NS2, DFT ωB97M-V/def2-TZVPD
C -1.300 -1.498 0.612
C 2.308 1.173 -0.008
C -0.161 -1.305 -0.294
N -0.137 1.339 -1.006
S -1.798 1.551 -0.902
S 0.670 2.056 0.297
H -1.964 -2.252 0.320
H -0.954 -1.603 1.564
H -1.974 -0.698 0.522
H 1.985 0.984 -1.119
H 2.405 0.285 0.604
H 3.165 1.820 0.058
H 0.740 -0.984 0.128
H -0.308 -1.189 -1.344
H -1.882 2.762 -0.216
```

The calculation puts the LUMO energy (alpha / beta) at -0.019 / 0.025 Eh. The HOMO-LUMO gap (alpha / beta) comes out at 7.06 / 8.65 eV. The net charge is 0. The value obtained for the molecular weight is 123.246 u. The multiplicity is 1.

No. 7
Below is C3H9NS2 as an isolated structure in a non-equilibrium geometry, with properties calculated with ωB97M-V/def2-TZVPD.

Geometry as XYZ:
```
15
C3H9NS2, DFT ωB97M-V/def2-TZVPD
C -1.105 0.952 -0.145
C -1.663 -0.446 0.084
C 3.538 -0.035 -0.022
H -0.018 0.955 -0.027
H -1.524 1.664 0.573
H -1.349 1.309 -1.152
H -1.405 -0.817 1.081
H -1.243 -1.151 -0.634
H -3.808 0.310 0.802
H 0.461 -1.569 -0.179
H 4.569 -0.382 0.033
H 3.366 1.046 -0.037
N 2.629 -0.920 -0.066
S -3.463 -0.568 -0.156
S 1.015 -0.348 -0.155
```

The calculation puts the LUMO energy at 0.025 Eh. The HOMO-LUMO gap comes out at 9.63 eV. The net charge is 0. The value obtained for the molecular weight is 123.246 u. The multiplicity is 1.

No. 8
Below is a 2-piece molecular cluster, C3H9NSi overall in a non-equilibrium geometry, with properties calculated with ωB97M-V/def2-TZVPD.

Geometry as XYZ:
```
14
C3H9NSi, DFT ωB97M-V/def2-TZVPD
C 0.099 -1.855 -1.446
C -0.153 -1.467 -0.206
C -0.572 1.806 -0.333
N -0.048 0.251 2.127
Si 0.186 0.259 0.437
H -0.080 -2.866 -1.789
H 0.522 -1.177 -2.165
H -0.537 -2.189 0.510
H -1.628 1.653 -0.544
H -0.479 2.665 0.321
H -0.076 2.041 -1.268
H 0.184 -0.563 2.674
H -0.008 1.083 2.689
H 2.591 0.358 -1.006
```

The calculation puts the LUMO energy (alpha / beta) at 0.001 / 0.001 Eh. The HOMO-LUMO gap (alpha / beta) comes out at 7.28 / 7.21 eV. The net charge is 0. The value obtained for the molecular weight is 87.198 u. The multiplicity is 1.